1.
{
  "formula": "C6H7Cl3NO2",
  "method": "ωB97M-V/def2-TZVPD",
  "homo_lumo_gap_ev": 10.38,
  "spin_multiplicity": 1,
  "homo_energy_ha": -0.514,
  "energy_ev": -49476.4940,
  "charge": 1,
  "symbols": ["C", "C", "C", "C", "C", "C", "N", "O", "O", "Cl", "Cl", "Cl", "H", "H", "H", "H", "H", "H", "H"],
  "xyz": [[1.9837, 0.0670, 0.7562], [1.1163, -0.5371, 0.1493], [-0.7028, 2.1299, 1.7670], [-0.0989, 2.3134, 0.3879], [-1.0127, -1.4051, 0.0118], [0.2709, -1.3376, -1.9857], [0.3369, -1.4684, -0.5242], [-0.2371, 1.6385, 2.7099], [-0.0259, 1.5309, -0.4972], [2.9926, 0.9559, 1.5521], [0.3341, 4.0694, 0.3621], [-2.4383, 2.6014, 1.6812], [-1.5566, -0.5009, -0.0005], [-1.6240, -2.1182, -0.4202], [-0.9517, -1.7131, 0.9898], [-0.0081, -0.3533, -2.0727], [1.2291, -1.3698, -2.3361], [-0.2798, -2.1234, -2.2651], [0.6723, -2.3796, -0.2654]]
}

2.
{
  "formula": "C6H7ClN2O2",
  "method": "ωB97M-V/def2-TZVPD",
  "homo_lumo_gap_ev": 7.78,
  "e_above_lowest_kj_mol": 214.0,
  "spin_multiplicity": 1,
  "homo_energy_ha": -0.292,
  "energy_ev": -25930.6987,
  "symbols": ["C", "C", "C", "C", "C", "C", "N", "N", "O", "O", "Cl", "H", "H", "H", "H", "H", "H", "H"],
  "xyz": [[1.1999, 1.0706, -0.9110], [1.4445, -1.0242, 0.3652], [-0.7430, -0.0139, 0.1676], [1.9110, 0.1674, -0.1467], [-0.4183, -2.1094, -0.9557], [-1.3145, 1.9805, 1.2110], [0.5760, 1.8200, -1.5355], [-0.0512, -1.0785, -0.0203], [1.9153, -1.9695, 0.9398], [-0.5115, 0.8118, 1.1503], [3.6284, 0.4835, 0.0154], [-1.6428, 0.1521, -0.4352], [0.0743, -3.0241, -0.6274], [-1.4972, -2.2500, -0.9706], [-0.0652, -1.8589, -1.9582], [-1.3570, 2.4617, 0.2308], [-0.8262, 2.6440, 1.9210], [-2.3226, 1.7369, 1.5595]]
}

3.
{
  "formula": "C6H7ClN2S",
  "method": "ωB97M-V/def2-TZVPD",
  "homo_lumo_gap_ev": 7.56,
  "e_above_lowest_kj_mol": 49.5,
  "spin_multiplicity": 1,
  "homo_energy_ha": -0.247,
  "energy_ev": -32670.3667,
  "smiles": "CN1C=C2SC=CN2[C@@H]1Cl",
  "symbols": ["C", "N", "C", "C", "S", "C", "C", "N", "C", "Cl", "H", "H", "H", "H", "H", "H", "H"],
  "xyz": [[-2.0011, -0.7471, -1.6779], [-0.9279, -0.2567, -0.8679], [-0.0500, -1.2959, -0.3814], [0.9854, -0.7015, 0.2802], [2.4097, -1.1933, 1.1953], [2.6158, 0.5320, 1.6016], [1.7098, 1.3312, 1.0769], [0.8756, 0.6687, 0.1968], [-0.7967, 0.8926, -0.1027], [-1.6270, 0.6578, 1.5209], [-1.6599, -0.7180, -2.6633], [-2.2832, -1.6560, -1.3613], [-2.9063, -0.1643, -1.5369], [-0.3836, -2.3434, -0.4778], [3.4070, 0.7094, 2.4395], [1.6130, 2.3952, 1.0744], [-0.9805, 1.8892, -0.3164]]
}

4.
{
  "formula": "C6H7ClO",
  "method": "ωB97M-V/def2-TZVPD",
  "homo_lumo_gap_ev": 10.36,
  "e_above_lowest_kj_mol": 353.2,
  "spin_multiplicity": 1,
  "homo_energy_ha": -0.350,
  "energy_ev": -20901.8726,
  "smiles": "O[C@H]1C=C(Cl)[C@H]2C[C@H]21",
  "symbols": ["O", "C", "C", "C", "Cl", "C", "C", "C", "H", "H", "H", "H", "H", "H", "H"],
  "xyz": [[-2.2971, -1.2030, -0.7666], [-1.3182, -0.1313, -1.0374], [-1.0328, 0.7821, 0.2062], [0.2546, 0.7855, 0.4120], [1.3245, 1.1052, 1.8277], [0.9869, 0.0355, -0.5849], [0.7349, -1.4928, -0.5654], [-0.0027, -0.6511, -1.6169], [-1.7625, -2.0777, -0.3891], [-1.9152, 0.3128, -1.8614], [-1.8799, 1.0752, 0.8138], [1.8256, 0.7077, -0.9021], [0.5386, -1.8905, 0.3932], [1.3732, -2.2422, -1.1135], [-0.0563, -1.0168, -2.7594]]
}

5.
{
  "formula": "C6H7EuNO6",
  "method": "ωB97M-V/def2-TZVPD",
  "homo_lumo_gap_ev": [7.84, 10.51],
  "spin_multiplicity": 8,
  "homo_energy_ha": [-0.582, -0.675],
  "energy_ev": -39422.2852,
  "charge": 2,
  "symbols": ["Eu", "C", "O", "C", "O", "C", "O", "C", "O", "H", "H", "N", "C", "C", "O", "O", "H", "H", "H", "H", "H"],
  "xyz": [[-0.1003, 0.2104, 0.5065], [0.0014, 2.3589, -0.7730], [0.0147, 3.4382, -1.1266], [0.0070, -0.6951, -2.1773], [-0.0026, -0.9361, -3.2975], [-2.4528, -0.0520, -0.0065], [-3.5975, 0.0812, -0.0532], [2.4124, -0.0876, -0.1186], [3.5747, 0.0457, -0.0318], [-0.0119, -2.1889, 1.0697], [-0.0175, -2.2371, 0.2833], [0.2913, 0.1504, 5.0682], [0.2160, 1.5375, 4.4475], [-0.1579, 1.2507, 3.0432], [-1.1502, 1.6236, 2.3525], [0.7202, 0.4119, 2.6754], [-0.6270, -0.3072, 5.0411], [0.5384, 0.2618, 6.0276], [0.9802, -0.4629, 4.5924], [-0.5296, 2.1596, 4.9259], [1.2341, 1.9190, 4.3824]]
}

6.
{
  "formula": "C6H7F2NO3S",
  "method": "ωB97M-V/def2-TZVPD",
  "homo_lumo_gap_ev": [8.18, 6.16],
  "e_above_lowest_kj_mol": 99.7,
  "spin_multiplicity": 1,
  "homo_energy_ha": [-0.299, -0.266],
  "energy_ev": -30234.8405,
  "symbols": ["C", "C", "C", "C", "C", "C", "N", "O", "O", "O", "F", "F", "S", "H", "H", "H", "H", "H", "H", "H"],
  "xyz": [[0.1022, 0.8291, -1.9883], [1.0790, 1.6800, -2.3970], [-0.5890, -0.2551, -2.7097], [0.7508, 2.1517, -0.3226], [-2.3959, -1.7633, -2.5197], [2.7660, 1.3857, 2.7993], [-0.1974, 1.2126, -0.6787], [-0.2778, -0.6477, -3.8015], [1.4334, 2.5424, -1.4334], [-1.6032, -0.7161, -1.9668], [1.6882, 1.7949, -3.5426], [0.4337, 3.1126, 0.5387], [2.8895, 0.5207, 1.2209], [-2.0149, -2.0403, -3.5030], [-3.4233, -1.4076, -2.5999], [-2.3497, -2.6149, -1.8407], [2.1139, 0.8260, 3.4658], [2.3596, 2.3778, 2.6222], [3.7587, 1.4661, 3.2339], [-0.6876, 0.6190, -0.0270]]
}

Q: What is the formula in the third record?
A: C6H7ClN2S